Computed, not measured: one molecule with the formula C6H9N at a distorted geometry, with ωB97M-V/def2-TZVPD.

XYZ file:
```
16
C6H9N ωB97M-V/def2-TZVPD
C 0.1535 -1.8358 0.4749
C 0.0881 0.7876 0.2254
C -0.4003 -0.5577 -0.0671
N 1.2707 1.0869 1.0106
C -1.1684 0.3879 0.9222
C -0.2144 0.6434 -2.2659
C 0.3066 0.1799 -1.1224
H 1.1234 1.9426 1.5420
H 2.0646 1.2753 0.4005
H 0.4478 -2.5031 -0.3425
H -0.6122 -2.3637 1.0535
H 1.0217 -1.6812 1.1228
H -1.1342 0.1750 1.9831
H -2.1062 0.7797 0.5508
H 0.3318 0.5328 -3.1958
H -1.1725 1.1505 -2.2921
```

Properties
Gap between HOMO and LUMO (spin up / spin down): 8.08 / 7.00 eV
Molar mass: 95.14 g mol⁻¹
SMILES: C=C1[C@]2(C)C[C@]12N
DFT total energy: -288.52357 Eh
Relative energy (zero: lowest compared OMol25 entry of this formula, charge and spin): 162.19 kcal/mol

Atom charges from the natural (NBO) analysis, given in e for atoms 1 to 8: C -0.63; C 0.09; C -0.09; N -0.82; C -0.38; C -0.33; C -0.05; H 0.37



Computed, not measured: C24H43N2OP2V as an isolated structure at a distorted geometry, with ωB97M-V/def2-TZVPD.

XYZ file:
```
73
C24H43N2OP2V ωB97M-V/def2-TZVPD
V 0.0000 0.0000 0.0000
P 0.0800 -1.9397 -1.0780
P 0.3580 2.1054 0.6154
N 1.4381 0.5420 -1.6549
C 1.6814 -1.8674 -2.0894
H 2.3216 -2.7332 -1.8513
H 1.4372 -1.9315 -3.1648
C 2.4239 -0.5581 -1.7870
H 2.9699 -0.6316 -0.8322
H 3.1588 -0.3344 -2.5890
C 1.9940 1.9233 -1.5881
H 1.3362 2.5700 -2.1935
H 2.9985 1.9504 -2.0535
C 2.0375 2.4390 -0.1489
H 2.3445 3.4999 -0.1205
H 2.7687 1.8592 0.4393
C 0.5275 2.6133 2.4240
C 0.7064 1.4158 3.3717
H 1.7346 1.0168 3.3526
H 0.0052 0.6019 3.1196
H 0.4905 1.7325 4.4087
C -0.7332 3.4505 -0.1230
C -2.1800 3.2672 0.3633
H -2.8805 3.3382 -0.4885
H -2.4607 4.0510 1.0898
H -2.3105 2.2823 0.8414
C -1.1911 -2.3879 -2.3960
C -2.4034 -3.0748 -1.7494
H -3.3112 -3.0043 -2.3768
H -2.6147 -2.6085 -0.7693
H -2.1957 -4.1491 -1.5943
C 0.3558 -3.5177 -0.0861
C -0.7292 -3.7453 0.9785
H -0.3523 -4.4425 1.7490
H -1.6466 -4.1808 0.5485
H -1.0028 -2.8006 1.4722
C -1.4621 -0.3157 0.9282
C -0.2363 4.8904 0.0640
H 0.5838 4.9448 0.8028
H 0.1264 5.3362 -0.8784
H -1.0569 5.5293 0.4397
C -0.5503 -3.3066 -3.4490
H -1.2309 -4.1377 -3.7026
H -0.3399 -2.7375 -4.3731
H 0.4006 -3.7392 -3.0973
C 0.6035 -4.7661 -0.9454
H 0.8246 -5.6344 -0.2980
H -0.2854 -5.0228 -1.5482
H 1.4569 -4.6380 -1.6354
C -0.6893 3.4597 2.8388
H -1.6436 2.9359 2.6704
H -0.6361 3.7106 3.9111
H -0.7037 4.4023 2.2608
H 1.4362 3.2429 2.4793
H 1.2903 -3.2648 0.4523
H -0.7129 3.1927 -1.1995
H -1.5187 -1.4447 -2.8740
O -2.4779 -0.4924 1.4965
H 0.7977 0.4978 -2.4532
H -1.1323 0.6061 -1.0802
N 1.2763 -0.7458 1.3582
C 1.6097 -1.2955 2.3206
C 1.8261 -1.8249 3.6425
C 0.7155 -2.3571 4.3176
C 0.8427 -2.8226 5.6274
C 2.0796 -2.7568 6.2713
C 3.1906 -2.2292 5.6009
C 3.0671 -1.7611 4.2855
H -0.2552 -2.3962 3.8368
H -0.0210 -3.2217 6.1447
H 2.1727 -3.1085 7.2893
H 4.1442 -2.1737 6.1090
H 3.9263 -1.3370 3.7819
```

Properties
Expectation value of S²: 0.78
Net charge: +3
Gap between HOMO and LUMO (spin up / spin down): 5.24 / 5.60 eV
2S+1: 2
Molar mass: 488.51 g mol⁻¹
DFT total energy: -2750.61972 Eh

Atom charges from the Löwdin analysis, given in e for atoms 1 to 8: V 0.49; P 1.00; P 0.99; N -0.17; C -0.23; H 0.11; H 0.10; C -0.22



Computed, not measured: C36H24CoN4O5S2 as an isolated structure, with ωB97M-V/def2-TZVPD.

XYZ file:
```
72
C36H24CoN4O5S2 ωB97M-V/def2-TZVPD
Co 0.2104 1.5161 -0.6213
O -1.4416 0.2669 3.4542
C -0.3607 0.6065 4.1718
C -0.4375 0.5020 5.5649
C 0.6374 0.8608 6.3557
C 1.8128 1.3307 5.7769
C 1.8923 1.4189 4.3962
C 0.8278 1.0575 3.5769
C 0.9312 1.1383 2.0848
O -0.1581 0.9944 1.4210
N 2.1272 1.3379 1.5932
N 2.0669 1.3930 0.2013
C 3.1919 1.4073 -0.4084
C 3.3600 1.4225 -1.8549
C 4.6707 1.2950 -2.3269
C 4.9814 1.2491 -3.6708
C 3.9276 1.3280 -4.5876
C 2.6277 1.4627 -4.1627
C 2.2762 1.5342 -2.7840
O 1.0454 1.7154 -2.4585
H -1.1986 0.4485 2.5066
H -1.3610 0.1366 5.9963
H 0.5584 0.7749 7.4342
H 2.6542 1.6197 6.3945
H 2.7933 1.7671 3.9093
H 4.0977 1.3769 0.2013
H 5.4667 1.2189 -1.5913
H 6.0063 1.1418 -4.0026
H 4.1370 1.2790 -5.6518
H 1.8095 1.5230 -4.8704
C -0.8247 5.5288 1.0459
C -2.1638 5.6165 0.6712
C -2.7084 4.6159 -0.1152
C -1.9072 3.5452 -0.5248
C -0.5649 3.4033 -0.1418
C -0.0602 4.4385 0.6582
C -2.4389 2.4886 -1.4247
C -3.6051 2.7107 -2.2179
C -3.9950 1.7784 -3.1216
C -3.2624 0.5741 -3.2536
C -3.6136 -0.4460 -4.1686
C -2.8984 -1.6083 -4.2104
C -1.8063 -1.7988 -3.3339
C -1.4315 -0.8178 -2.4620
C -2.1481 0.3998 -2.4105
N -1.7536 1.3660 -1.5213
H -0.3877 6.3144 1.6555
H -2.7756 6.4495 0.9991
H -3.7604 4.6669 -0.3744
H 0.9691 4.3800 1.0054
H -4.1468 3.6383 -2.1097
H -4.8680 1.9390 -3.7464
H -4.4658 -0.2891 -4.8217
H -3.1779 -2.3971 -4.8980
H -1.2762 -2.7414 -3.3223
H -0.6165 -0.9797 -1.7671
O 0.0393 -6.3329 -1.9677
S -0.7970 -5.6111 -1.0354
O -2.2139 -5.8790 -1.1185
N -0.4774 -4.0296 -1.0499
C 0.0350 -3.5926 0.0953
S 0.5219 -2.0440 0.4621
C 0.1772 -4.6986 1.1246
C 0.6655 -4.6163 2.4183
C 0.7284 -5.7815 3.1719
C 0.3147 -7.0038 2.6417
C -0.1795 -7.0819 1.3455
C -0.2401 -5.9086 0.6183
H 0.9812 -3.6554 2.8042
H 1.1059 -5.7415 4.1867
H 0.3810 -7.9008 3.2463
H -0.5068 -8.0216 0.9193
```

Properties
Expectation value of S²: 3.76
Net charge: -2
Gap between HOMO and LUMO (spin up / spin down): 6.48 / 6.81 eV
2S+1: 4
Molar mass: 715.68 g mol⁻¹
DFT total energy: -4160.77073 Eh
Relative energy (zero: lowest compared OMol25 entry of this formula, charge and spin): 0.00 kcal/mol

Atom charges from the Löwdin analysis, given in e for atoms 1 to 8: Co 0.69; O 0.05; C -0.27; C -0.03; C -0.12; C -0.12; C -0.04; C -0.07



Computed, not measured: one molecule with the formula C2H3NO2S at a distorted geometry, with ωB97M-V/def2-TZVPD.

XYZ file:
```
9
C2H3NO2S ωB97M-V/def2-TZVPD
C -0.3251 1.1621 0.2084
C -0.2778 -1.2998 0.2907
H 1.7193 0.1934 -0.9948
H -0.1065 1.8020 -0.6912
H 0.5045 -2.1750 -0.1173
N 0.0850 -0.0436 -0.0692
O 0.8409 0.0724 -1.2123
O -1.2369 -1.4686 1.0918
S -1.2032 1.7571 1.4939
```

Properties
Gap between HOMO and LUMO: 8.12 eV
Molar mass: 105.12 g mol⁻¹
SMILES: O=CN(O)C=S
DFT total energy: -681.31591 Eh
Relative energy (zero: lowest compared OMol25 entry of this formula, charge and spin): 89.99 kcal/mol

Atom charges from the natural (NBO) analysis, given in e for atoms 1 to 8: C -0.10; C 0.50; H 0.47; H 0.22; H 0.16; N -0.20; O -0.53; O -0.51



Computed, not measured: one molecule with the formula C2H4O2S2 at a distorted geometry, with ωB97M-V/def2-TZVPD.

XYZ file:
```
10
C2H4O2S2 ωB97M-V/def2-TZVPD
C 0.3628 1.3308 0.5533
C -0.1273 0.0534 0.0662
O 1.6971 3.0435 2.1664
O 0.9698 1.0105 3.0806
S 1.1132 -0.8363 -1.0381
S 1.1814 1.7233 1.8935
H 0.4399 1.9311 -0.2925
H -0.6364 -0.6483 0.6289
H -0.9341 0.3191 -0.6886
H 1.8186 -1.6521 -0.2052
```

Properties
Gap between HOMO and LUMO: 8.75 eV
Molar mass: 124.19 g mol⁻¹
SMILES: O=S(=O)=CCS
DFT total energy: -1025.34771 Eh
Relative energy (zero: lowest compared OMol25 entry of this formula, charge and spin): 73.88 kcal/mol

Atom charges from the natural (NBO) analysis, given in e for atoms 1 to 8: C -0.66; C -0.52; O -0.85; O -0.87; S -0.07; S 2.10; H 0.26; H 0.24



Computed, not measured: an isolated ion of composition CH3ClO3P and charge -1 at a distorted geometry, with ωB97M-V/def2-TZVPD.

XYZ file:
```
9
CH3ClO3P ωB97M-V/def2-TZVPD
C -1.0775 0.1939 -0.1089
O 0.4066 -1.6666 -1.4050
O 0.7741 -1.5101 1.1073
O 1.3541 1.6881 0.7464
P 0.4693 -0.8218 -0.1403
Cl 1.9901 0.7645 -0.3087
H -1.8334 -0.3854 0.3381
H -0.8194 0.8608 0.7041
H -1.2639 0.8766 -0.9331
```

Properties
Net charge: -1
Gap between HOMO and LUMO: 8.59 eV
Molar mass: 129.46 g mol⁻¹
DFT total energy: -1067.19815 Eh
Relative energy (zero: lowest compared OMol25 entry of this formula, charge and spin): 53.25 kcal/mol

Atom charges from the natural (NBO) analysis, given in e for atoms 1 to 8: C -1.03; O -1.15; O -1.12; O -0.93; P 2.09; Cl 0.42; H 0.23; H 0.26



Computed, not measured: a 2-piece molecular cluster, C7H15N4S2 overall at a distorted geometry, with ωB97M-V/def2-TZVPD.

XYZ file:
```
28
C7H15N4S2 ωB97M-V/def2-TZVPD
C -1.7245 -0.6206 -0.3899
C 1.5993 0.0000 1.9342
C 1.6523 0.6885 0.8112
C -3.7566 -0.2262 0.7936
C 3.9953 0.3541 -0.0434
C -3.1029 1.2588 -1.1601
C 2.5474 0.2382 -0.3387
N -1.2291 -1.4408 0.4516
N -0.6919 -2.2747 1.0056
N -2.8546 0.1803 -0.1496
N 2.1301 -1.2424 -0.8112
S -0.7813 -0.6585 -1.8360
S -5.1221 0.8518 1.0632
H 0.8212 0.2549 2.6881
H 2.0606 -1.0065 2.0826
H 1.0304 1.6244 0.6975
H 4.1310 -0.2657 0.8394
H 4.5996 0.1067 -0.9678
H 4.3589 1.3442 0.2654
H -2.2314 1.8294 -0.9610
H -2.9751 0.9910 -2.2773
H -4.0576 1.7454 -0.9406
H 2.3393 0.8661 -1.1545
H 2.7510 -1.3650 -1.6155
H -3.4551 -1.0227 1.5034
H 1.0546 -1.2129 -1.0251
H 2.4145 -2.0279 -0.1658
H -5.5035 1.0299 -0.2990
```

Properties
Net charge: +1
Gap between HOMO and LUMO (spin up / spin down): 6.69 / 5.82 eV
Molar mass: 219.36 g mol⁻¹
DFT total energy: -1290.69905 Eh
Relative energy (zero: lowest compared OMol25 entry of this formula, charge and spin): 71.98 kcal/mol

Atom charges from the natural (NBO) analysis, given in e for atoms 1 to 8: C 0.02; C -0.37; C -0.23; C -0.09; C -0.64; C -0.43; C -0.06; N 0.01



Computed, not measured: one molecule with the formula C3H8NP at a distorted geometry, with ωB97M-V/def2-TZVPD.

XYZ file:
```
13
C3H8NP ωB97M-V/def2-TZVPD
C -0.8118 0.3205 2.7867
C 0.2588 0.8240 -0.4859
C 0.0834 -1.4218 -1.3679
N -0.0233 -0.5604 -0.1630
P -0.3776 -1.1522 1.4274
H -0.8260 -0.1863 3.7296
H -0.6355 1.3945 2.6211
H -0.7195 1.4053 -0.4890
H 1.0345 1.2204 0.2731
H 0.4759 0.9287 -1.5267
H 0.0648 -2.4276 -1.0855
H -0.6606 -1.2206 -2.2202
H 1.1451 -1.2395 -1.8238
```

Properties
Gap between HOMO and LUMO (spin up / spin down): 7.62 / 7.97 eV
Molar mass: 89.08 g mol⁻¹
SMILES: C=PN(C)C
DFT total energy: -515.08148 Eh
Relative energy (zero: lowest compared OMol25 entry of this formula, charge and spin): 62.04 kcal/mol

Atom charges from the natural (NBO) analysis, given in e for atoms 1 to 8: C -0.80; C -0.43; C -0.40; N -0.74; P 0.76; H 0.19; H 0.20; H 0.20



Computed, not measured: a 2-piece molecular cluster, C23H41O2Si2 overall at a distorted geometry, with ωB97M-V/def2-TZVPD.

XYZ file:
```
68
C23H41O2Si2 ωB97M-V/def2-TZVPD
C 3.9047 1.2189 2.1320
Si 2.3712 2.2599 2.0832
C 2.3692 3.7164 3.2141
C 2.1422 2.7251 0.3033
O 1.0335 1.3561 2.5763
C 0.5387 0.1281 2.2223
C -0.6589 0.0508 1.5474
O -1.3527 1.2028 1.3003
Si -2.5992 1.9402 2.2006
C -1.8410 3.4078 3.0411
C -3.9021 2.2620 0.9121
C -3.2416 0.8064 3.5269
C -1.2670 -1.2442 1.1450
C -0.9100 -2.3216 2.1728
C 0.6060 -2.3575 2.3573
C 1.1032 -1.0464 2.9449
H 4.7067 1.7630 1.6104
H 4.2235 1.0243 3.1622
H 3.7446 0.2611 1.6199
H 3.1715 4.4108 2.9298
H 1.4147 4.2546 3.1636
H 2.5442 3.4008 4.2491
H 2.9511 3.4007 -0.0129
H 2.1837 1.8283 -0.3246
H 1.1780 3.2232 0.1584
H -2.4873 3.7529 3.8609
H -0.8650 3.1320 3.4649
H -1.7054 4.2370 2.3338
H -4.8101 2.6933 1.3635
H -3.5342 2.9558 0.1431
H -4.1831 1.3186 0.4181
H -4.1107 1.2786 4.0100
H -3.5535 -0.1657 3.1301
H -2.4734 0.6496 4.2935
H -2.3599 -1.1255 1.0195
H -0.8365 -1.5367 0.1658
H -1.4019 -2.0783 3.1257
H -1.2927 -3.2939 1.8354
H 0.8815 -3.2006 2.9984
H 1.0597 -2.5180 1.3762
H 2.2059 -0.9988 2.9654
H 0.7352 -1.0004 3.9899
C -0.0716 1.0602 -1.7795
C 0.6744 -0.1944 -1.9593
C 0.4241 -1.1605 -2.9532
C 1.5046 -1.7577 -3.7034
C 2.8775 -1.1563 -3.7405
C 1.2588 -2.8633 -4.4979
C -0.0312 -3.3779 -4.6668
C -0.2701 -4.6334 -5.4444
C -1.0996 -2.6951 -4.0807
C -0.9137 -1.5932 -3.2611
C -2.1273 -0.8946 -2.7426
H 0.6252 1.8926 -1.6127
H -0.7113 1.2948 -2.6449
H -0.7001 1.0214 -0.8814
H 1.5767 -0.3002 -1.3385
H 3.5572 -1.8548 -4.2423
H 2.9038 -0.2275 -4.3319
H 3.2733 -0.9322 -2.7458
H 2.0929 -3.3209 -5.0331
H -1.3369 -4.8714 -5.4250
H 0.0391 -4.5353 -6.4927
H 0.2796 -5.4800 -5.0132
H -2.1144 -3.0470 -4.2845
H -3.0247 -1.4726 -2.9897
H -2.1128 -0.7625 -1.6557
H -2.2564 0.0904 -3.2091
```

Properties
Net charge: +1
Gap between HOMO and LUMO: 4.75 eV
Molar mass: 405.75 g mol⁻¹
DFT total energy: -1630.31460 Eh

Atom charges from the natural (NBO) analysis, given in e for atoms 1 to 8: C -1.16; Si 1.91; C -1.15; C -1.15; O -0.88; C 0.31; C 0.21; O -0.88



Computed, not measured: C6H6O3Sm as an isolated structure at a distorted geometry, with ωB97M-V/def2-TZVPD.

XYZ file:
```
16
C6H6O3Sm ωB97M-V/def2-TZVPD
C -0.6640 -1.5892 0.2658
C 0.3398 -0.9377 0.8141
C 1.7909 -1.3173 0.6578
C 2.5536 -0.5165 -0.4003
O 1.8606 0.5778 -0.8688
Sm 0.0881 1.8457 -1.1394
H 0.0683 -0.0827 1.4403
H 1.8742 -2.3801 0.3850
H 2.2866 -1.2088 1.6369
H 2.8349 -1.1962 -1.2304
H 3.5221 -0.2124 0.0458
O -1.8089 -1.9005 0.0934
H -4.5900 -0.7927 0.0357
C -4.3829 0.2586 -0.2866
C -3.5997 1.1485 -0.6221
O -2.4905 1.6795 -0.8770
```

Properties
Expectation value of S²: 12.01
Gap between HOMO and LUMO (spin up / spin down): 5.58 / 5.63 eV
2S+1: 7
Molar mass: 276.47 g mol⁻¹
DFT total energy: -1115.74935 Eh

Atom charges from the Löwdin analysis, given in e for atoms 1 to 8: C -0.14; C -0.14; C -0.19; C -0.39; O -0.55; Sm 1.56; H 0.12; H 0.11



Computed, not measured: one molecule with the formula C3H4N4, with ωB97M-V/def2-TZVPD.

XYZ file:
```
11
C3H4N4 ωB97M-V/def2-TZVPD
C 1.8412 -0.1324 -0.8405
C -0.3486 -0.5976 1.0164
C -1.5197 0.7461 -0.2035
H 2.0896 -0.8036 -0.0163
H 2.6176 0.0747 -1.5821
H 0.4749 -1.1689 1.4168
H -1.7832 1.4343 -0.9865
N 0.7260 0.4447 -1.0152
N -0.2735 0.1918 -0.1019
N -1.5432 -0.5169 1.5479
N -2.2809 0.3278 0.7648
```

Properties
Gap between HOMO and LUMO: 10.22 eV
Molar mass: 96.09 g mol⁻¹
SMILES: C=Nn1cnnc1
DFT total energy: -335.66888 Eh
Relative energy (zero: lowest compared OMol25 entry of this formula, charge and spin): 65.54 kcal/mol

Atom charges from the natural (NBO) analysis, given in e for atoms 1 to 8: C -0.08; C 0.11; C 0.16; H 0.17; H 0.20; H 0.21; H 0.22; N -0.20



Computed, not measured: a 2-piece molecular cluster, C4H8NO3 overall at a distorted geometry, with ωB97M-V/def2-TZVPD.

XYZ file:
```
16
C4H8NO3 ωB97M-V/def2-TZVPD
O -1.4932 2.7256 -1.0019
C -0.4033 2.5011 -0.5581
O 0.6155 2.7740 -1.5214
C -0.0058 -0.8703 -0.4407
C 0.5308 -0.5188 0.9057
C 0.4459 -1.7352 1.8179
O 1.0693 -2.9210 1.3508
N -1.0423 -1.5877 -0.6746
H 0.6855 3.2524 -2.3088
H 0.5444 -0.5127 -1.2996
H 1.6899 -0.6308 0.9254
H 0.0160 0.5350 1.0514
H -0.6361 -2.0706 2.0533
H 0.8528 -1.4388 2.7532
H 0.7907 -2.9832 0.4015
H -1.5856 -1.9276 0.1772
```

Properties
Net charge: -1
Gap between HOMO and LUMO: 6.03 eV
Molar mass: 118.11 g mol⁻¹
DFT total energy: -437.60774 Eh
Relative energy (zero: lowest compared OMol25 entry of this formula, charge and spin): 124.09 kcal/mol

Atom charges from the natural (NBO) analysis, given in e for atoms 1 to 8: O -0.75; C 0.28; O -0.91; C 0.16; C -0.58; C -0.06; O -0.73; N -0.66